C60H74N4O2 in the gas phase in a non-equilibrium geometry. Source: OMol25; level of theory: ωB97M-V/def2-TZVPD.

XYZ file:
```
140
C60H74N4O2, DFT ωB97M-V/def2-TZVPD
C -1.49 4.18 1.75
C 4.20 -3.44 1.04
H 2.14 0.04 1.41
H 4.83 -2.81 1.69
C -2.77 -1.92 2.69
H 3.31 3.61 -3.07
H 2.41 2.29 2.30
H -2.20 10.17 2.53
C -0.85 -4.67 -0.81
C -0.95 0.53 0.83
C -1.82 -5.04 -1.94
N 0.19 -2.96 1.30
H -2.85 -4.92 -1.59
H -1.24 -0.17 -3.49
C -3.36 3.06 -2.03
H -1.68 -4.38 -2.80
H 4.77 -4.34 0.78
H 0.53 -4.54 4.61
H 4.38 0.03 -5.27
H 1.04 -4.01 3.00
H -1.68 -6.08 -2.25
H 2.72 -5.69 -3.68
H 2.96 2.91 0.72
C 0.60 -4.54 -1.26
C -2.11 2.69 -0.04
C 4.04 1.06 -5.33
C 3.05 0.88 -2.98
C -4.64 -0.95 1.25
H 1.91 -1.64 2.72
H -0.93 2.18 1.89
H 4.77 1.63 -5.92
H -3.02 -4.02 1.00
C -1.36 -1.94 2.85
C -1.64 -2.37 5.19
H 2.37 3.13 -4.50
H -1.42 0.59 1.83
C 2.72 0.75 0.81
H 0.80 -2.25 5.46
H -0.36 -6.51 0.22
C -2.55 1.49 -0.59
C -4.85 1.31 -3.60
H 4.69 -1.62 -1.89
H 3.21 -1.81 0.08
H 2.00 -0.27 -4.47
H -1.91 -1.82 -3.43
H 4.90 1.75 -3.50
O -2.10 4.92 -1.15
C -1.42 2.84 1.17
C 4.20 0.56 1.16
C -2.67 4.98 1.69
C 3.37 3.13 -4.06
H 1.57 -2.68 -4.42
H -2.71 -1.56 0.60
N 0.93 -2.59 0.23
H -4.69 -3.68 1.52
C -0.22 8.90 3.26
C 5.01 -2.20 -1.02
H -2.94 8.96 1.46
C -0.36 6.09 2.79
C 1.28 -0.73 -2.50
H -3.61 4.56 1.33
C -0.79 -2.20 4.10
C 0.71 -2.39 4.37
H -4.66 -1.97 3.70
C 2.82 -3.50 -1.07
H 5.61 -3.06 -1.35
C 1.15 -3.82 4.07
H 0.45 -6.08 -2.77
C 3.90 1.69 -3.95
H -4.11 -0.28 -2.28
H -1.15 -3.67 -0.47
H -4.91 -0.76 0.21
C -3.45 -1.92 1.32
C 3.24 -4.22 -2.19
H 4.34 0.68 2.25
H 4.57 -0.43 0.88
H 2.59 -1.33 4.31
O -2.01 0.35 -0.18
H -0.36 9.99 3.22
H -0.18 1.23 0.47
H 4.25 -4.10 -2.57
C 0.54 -2.30 -4.38
H 1.22 -0.35 3.75
C -0.94 -5.60 0.40
H 4.03 3.73 -4.69
H -4.39 0.01 1.72
H -5.40 3.07 -4.73
C -0.25 -0.81 0.81
C 3.79 -2.69 -0.22
C 0.66 -1.24 -0.09
C -4.82 2.69 -3.89
H -3.66 -2.36 5.94
H 3.90 1.88 -1.28
C 1.65 -1.36 3.75
H -3.36 8.98 3.19
H -1.50 -0.97 -1.93
H -1.20 -2.59 6.17
H 0.23 -2.54 -2.30
C -4.06 3.57 -3.11
C 1.43 -0.49 -1.10
N -1.41 8.27 2.74
C 2.31 2.17 1.21
H 0.66 8.64 2.65
H 4.82 1.31 0.65
H -0.02 8.61 4.30
C 2.37 -5.12 -2.81
H 0.39 -1.56 -5.17
H 1.27 2.40 0.93
C 2.42 0.45 -0.66
C -1.48 6.92 2.55
C 3.17 1.13 -1.62
H -4.19 -3.32 -0.15
C -3.58 -2.03 3.82
H 5.65 -1.56 -0.40
H -5.51 -1.38 1.76
H -5.45 0.64 -4.22
C 2.11 -0.07 -3.40
H 3.08 1.09 -5.87
H 0.54 6.51 3.23
H 0.50 4.13 2.60
H -3.58 6.91 1.95
H -1.97 -5.87 0.62
C -3.38 1.67 -1.74
C -2.54 9.14 2.47
C -0.38 4.75 2.42
C -4.12 0.78 -2.53
H -0.51 -5.07 1.26
N -0.52 -1.87 1.67
H -0.13 -3.15 -4.58
C 1.09 -5.32 -2.31
C 0.22 -1.71 -3.01
C -3.86 -3.32 0.90
H -4.00 4.63 -3.32
C -2.48 3.75 -1.06
H 2.20 -3.97 4.35
H 3.32 -3.75 1.62
C -2.67 6.31 2.07
C 1.47 -3.59 -0.68
C -1.19 -1.14 -2.97
C -3.02 -2.25 5.07
```

HOMO-LUMO gap: 3.00 eV
HOMO: -3.92 eV
net charge: 0
ΔE to the lowest compared entry with this formula, charge and spin: 71.29 kcal per mole